## i
C4H9N2 | the ωB97M-V functional and the def2-TZVPD basis

```
15
Properties=species:S:1:pos:R:3:nbo_charge:R:1
C 3.101 -0.547 -0.145 -0.08
N 1.947 -0.056 -0.161 0.07
N 1.135 0.802 -0.083 0.12
C -0.148 0.823 0.366 -0.32
C -0.969 -0.446 0.339 -0.45
C -2.292 -0.031 -0.392 -0.58
H 3.529 -1.128 -0.942 0.26
H 3.867 -0.438 0.667 0.28
H -0.708 1.592 -0.274 0.28
H -0.143 1.330 1.350 0.31
H -0.507 -1.352 -0.131 0.23
H -1.188 -0.865 1.310 0.24
H -3.088 -0.687 -0.368 0.24
H -2.554 0.968 0.005 0.21
H -1.983 0.036 -1.539 0.21
```

Summary:
* highest occupied orbital energy: -0.5692 Ha
* HOMO-LUMO gap: 9.56 eV
* LUMO level: -5.93 eV
* total charge: +1
* 2S+1: 1



## ii
C4H9N2 | the ωB97M-V functional and the def2-TZVPD basis

```
15
Properties=species:S:1:pos:R:3:nbo_charge:R:1
C -0.858 2.456 0.456 0.00
N -0.287 1.361 0.234 -0.44
C -0.612 0.194 0.994 -0.32
C -0.558 -1.234 0.321 0.30
N 0.190 -1.545 -0.622 -0.41
C 1.313 -0.859 -1.242 -0.47
H -0.373 3.256 -0.093 0.22
H -1.672 2.475 1.084 0.16
H -1.419 0.429 1.739 0.24
H 0.377 -0.072 1.584 0.25
H -1.327 -1.908 0.718 0.25
H 0.193 -2.543 -0.921 0.44
H 2.057 -1.687 -1.575 0.25
H 1.154 -0.322 -2.140 0.26
H 1.823 -0.001 -0.537 0.27
```

Summary:
* highest occupied orbital energy: -0.5142 Ha
* HOMO-LUMO gap: 9.54 eV
* LUMO level: -4.45 eV
* total charge: +1
* 2S+1: 1



Which structure is the least stable? The one labeled i.



## i
CH3NO3 | the ωB97M-V functional and the def2-TZVPD basis

```
8
Properties=species:S:1:pos:R:3:nbo_charge:R:1
O -0.952 -1.948 1.681 -0.35
N -1.284 -1.427 0.657 0.50
O -1.966 -1.785 -0.263 -0.36
C -0.910 -0.025 0.639 0.01
O 0.467 0.061 0.617 -0.65
H -1.425 0.567 -0.235 0.18
H -1.350 0.461 1.556 0.21
H 0.600 -0.235 -0.250 0.47
```

Summary:
* highest occupied orbital energy: -0.4135 Ha
* HOMO-LUMO gap: 11.28 eV
* LUMO level: 0.02 eV
* 2S+1: 1



## ii
CH3NO3 | the ωB97M-V functional and the def2-TZVPD basis

```
8
Properties=species:S:1:pos:R:3:nbo_charge:R:1
O 1.141 0.729 -1.146 -0.33
N 1.020 0.306 -0.050 0.52
O 1.829 0.280 0.813 -0.37
C -0.201 -0.578 0.193 0.01
O -1.395 0.302 -0.674 -0.74
H -0.069 -1.530 -0.299 0.23
H -0.568 -0.450 1.178 0.21
H -1.757 0.941 -0.015 0.46
```

Summary:
* highest occupied orbital energy: -0.4095 Ha
* HOMO-LUMO gap: 11.24 eV
* LUMO level: 0.10 eV
* 2S+1: 1



## iii
CH3NO3 | the ωB97M-V functional and the def2-TZVPD basis

```
8
Properties=species:S:1:pos:R:3:nbo_charge:R:1
O -2.030 -0.648 0.161 -0.37
N -1.539 0.424 -0.145 0.37
O -0.440 0.877 0.221 -0.35
H -1.953 1.062 -0.823 0.34
C 1.531 -0.433 0.113 0.28
O 1.460 0.625 -0.493 -0.49
H 2.166 -0.548 1.052 0.12
H 0.805 -1.358 -0.087 0.11
```

Summary:
* highest occupied orbital energy: -0.3616 Ha
* HOMO-LUMO gap: 9.72 eV
* LUMO level: -0.12 eV
* 2S+1: 1



## iv
CH3NO3 | the ωB97M-V functional and the def2-TZVPD basis

```
8
Properties=species:S:1:pos:R:3:nbo_charge:R:1
C 0.362 -0.333 -0.380 -0.03
N -1.603 -0.838 0.173 0.17
O -1.614 -1.975 -0.115 -0.26
O 0.278 1.580 0.779 -0.43
O 0.986 0.331 0.590 -0.26
H 0.541 -1.313 -0.452 0.18
H 0.095 0.277 -1.301 0.17
H 0.956 2.271 0.706 0.47
```

Summary:
* highest occupied orbital energy (spin up / spin down): -0.2764 / -0.2834 Ha
* HOMO-LUMO gap (spin up / spin down): 7.91 / 8.01 eV
* LUMO level (spin up / spin down): 0.39 / 0.29 eV
* 2S+1: 1



Which structure is the least stable? The one labeled iv.



## i
C23H26N4O4S | the ωB97M-V functional and the def2-TZVPD basis

```
58
Properties=species:S:1:pos:R:3:nbo_charge:R:1
C 0.440 3.495 0.395 -0.63
C -1.003 3.684 0.850 -0.41
C -2.040 2.995 -0.055 0.13
C -3.450 3.371 0.415 -0.62
C -1.848 3.377 -1.521 -0.62
N -1.898 1.539 0.014 -0.64
C -1.892 0.806 1.125 0.69
O -1.936 1.218 2.269 -0.64
C -1.825 -0.723 0.876 -0.16
C -3.138 -1.221 0.361 0.30
C -4.353 -0.617 0.233 -0.30
C -5.233 -1.610 -0.265 -0.31
C -4.488 -2.737 -0.399 0.08
O -3.218 -2.517 -0.014 -0.41
N -0.723 -1.169 0.011 -0.46
C -0.852 -1.094 -1.337 0.73
O -1.844 -0.624 -1.861 -0.63
C 0.250 -1.685 -2.225 -0.30
N 1.593 -1.346 -1.824 -0.61
C 1.867 -0.094 -1.380 0.66
O 1.019 0.783 -1.386 -0.63
C 3.217 0.120 -0.858 -0.33
C 4.292 -0.723 -0.745 -0.20
C 5.390 -0.115 -0.112 -0.27
C 5.133 1.173 0.249 -0.40
S 3.553 1.673 -0.175 0.52
C 0.454 -1.541 0.695 0.11
C 1.068 -0.641 1.564 -0.18
C 2.233 -1.026 2.206 -0.23
C 2.737 -2.294 1.958 0.03
N 2.139 -3.166 1.164 -0.42
C 1.020 -2.808 0.563 0.02
H 0.665 4.117 -0.467 0.20
H 1.123 3.769 1.196 0.21
H 0.623 2.461 0.119 0.23
H -1.238 4.749 0.889 0.20
H -1.124 3.280 1.855 0.24
H -3.587 3.066 1.450 0.23
H -3.600 4.445 0.343 0.21
H -4.197 2.875 -0.202 0.20
H -1.845 4.458 -1.631 0.22
H -0.907 2.980 -1.889 0.23
H -2.656 2.968 -2.124 0.21
H -1.929 1.050 -0.872 0.44
H -1.640 -1.181 1.858 0.25
H -4.591 0.399 0.467 0.23
H -6.272 -1.491 -0.492 0.23
H -4.729 -3.723 -0.743 0.20
H 0.140 -2.770 -2.247 0.23
H 0.042 -1.294 -3.229 0.23
H 2.284 -2.073 -1.762 0.41
H 4.311 -1.740 -1.095 0.22
H 6.326 -0.612 0.067 0.23
H 5.791 1.860 0.744 0.24
H 0.642 0.338 1.722 0.24
H 2.739 -0.352 2.878 0.23
H 3.653 -2.636 2.420 0.20
H 0.551 -3.566 -0.050 0.19
```

Summary:
* highest occupied orbital energy: -0.3061 Ha
* HOMO-LUMO gap: 8.47 eV
* LUMO level: 0.14 eV
* 2S+1: 1



## ii
C23H26N4O4S | the ωB97M-V functional and the def2-TZVPD basis

```
58
Properties=species:S:1:pos:R:3:nbo_charge:R:1
C 1.700 4.983 2.365 -0.61
C 0.833 3.788 2.737 -0.24
N 0.943 2.725 1.752 -0.44
C 2.028 1.914 1.705 0.34
S 3.247 2.054 2.982 0.27
C 3.460 0.265 3.306 -0.60
C 2.048 -0.278 3.491 0.67
O 1.354 0.079 4.418 -0.61
N 1.649 -1.113 2.499 -0.62
C 0.327 -1.371 2.095 0.19
C -0.771 -0.732 2.652 -0.25
C -2.033 -0.904 2.111 -0.31
C -2.220 -1.730 1.010 0.36
O -3.407 -1.929 0.371 -0.52
C -4.545 -1.250 0.846 -0.25
C -1.122 -2.414 0.484 -0.27
C 0.133 -2.235 1.017 -0.24
N 2.240 0.987 0.842 -0.53
C 1.266 0.710 -0.068 0.37
N 1.513 -0.268 -0.934 -0.45
C 0.557 -0.634 -1.765 0.28
C -0.721 -0.051 -1.775 -0.12
C -0.962 1.003 -0.917 -0.10
C 0.045 1.411 -0.045 -0.18
C -0.142 2.514 0.885 0.66
O -1.135 3.207 0.954 -0.60
C -1.781 -0.553 -2.714 -0.09
O -1.419 -1.685 -3.462 -0.53
C -0.074 -1.707 -3.932 0.27
C 0.246 -0.500 -4.822 -0.65
C 0.048 -2.999 -4.740 -0.61
C 0.870 -1.743 -2.719 -0.47
H 1.578 5.764 3.110 0.22
H 1.404 5.376 1.395 0.22
H 2.750 4.698 2.327 0.21
H -0.221 4.076 2.758 0.25
H 1.125 3.390 3.712 0.23
H 4.007 -0.184 2.481 0.24
H 4.026 0.218 4.234 0.26
H 2.336 -1.367 1.800 0.41
H -0.642 -0.082 3.501 0.25
H -2.859 -0.374 2.557 0.22
H -5.358 -1.541 0.183 0.20
H -4.790 -1.546 1.870 0.18
H -4.412 -0.164 0.803 0.18
H -1.283 -3.065 -0.361 0.23
H 0.983 -2.743 0.584 0.22
H -1.913 1.517 -0.902 0.23
H -2.085 0.271 -3.383 0.18
H -2.662 -0.859 -2.139 0.21
H 0.298 0.418 -4.240 0.21
H 1.205 -0.650 -5.311 0.22
H -0.522 -0.390 -5.585 0.22
H -0.584 -2.943 -5.621 0.22
H -0.281 -3.840 -4.137 0.22
H 1.078 -3.157 -5.047 0.21
H 0.733 -2.692 -2.195 0.23
H 1.915 -1.675 -3.023 0.24
```

Summary:
* highest occupied orbital energy: -0.2885 Ha
* HOMO-LUMO gap: 7.91 eV
* LUMO level: 0.06 eV
* 2S+1: 1



Which structure is the least stable? The one labeled i.